one) {
  "formula": "C5H10O",
  "method": "ωB97M-V with the def2-TZVPD basis set",
  "symbols": ["H", "C", "C", "C", "C", "H", "H", "C", "H", "O", "H", "H", "H", "H", "H", "H"],
  "coordinates": [[2.018, 0.932, -0.321], [0.876, -0.813, 0.317], [-0.135, 1.341, -0.150], [-1.153, 0.210, -0.421], [-0.333, -1.105, -0.570], [-0.011, 1.988, -1.030], [2.360, -0.815, 0.764], [1.155, 0.600, 0.227], [-0.032, -1.236, -1.613], [-2.015, 0.162, 0.703], [-0.932, -1.978, -0.280], [-2.646, -0.554, 0.568], [-0.524, 1.962, 0.661], [2.291, 0.172, 1.199], [0.819, -1.278, 1.279], [-1.737, 0.412, -1.333]],
  "nbo_charge": [0.21, -0.29, -0.48, 0.11, -0.48, 0.21, 0.09, -0.27, 0.21, -0.72, 0.21, 0.47, 0.24, 0.09, 0.21, 0.17],
  "homo_lumo_gap_ev": 9.757,
  "homo_energy_ev": -9.17,
  "lumo_ev": 0.58
}

two) {
  "formula": "C5H10O",
  "method": "ωB97M-V with the def2-TZVPD basis set",
  "symbols": ["C", "C", "O", "H", "H", "H", "H", "C", "H", "H", "H", "H", "C", "H", "C", "H"],
  "coordinates": [[-0.744, 1.228, -0.625], [0.636, -0.588, 0.505], [0.200, 1.681, -1.510], [-1.606, 1.891, -0.578], [-2.794, 0.027, 0.327], [2.124, 0.853, -0.227], [0.593, 0.874, -1.865], [1.961, -0.227, -0.178], [-1.907, -0.510, 1.783], [0.741, -0.355, 1.576], [2.026, -0.635, -1.195], [-1.971, -1.529, 0.341], [-0.647, 0.117, 0.109], [0.494, -1.676, 0.463], [-1.898, -0.488, 0.687], [2.792, -0.662, 0.387]],
  "nbo_charge": [0.13, -0.42, -0.69, 0.17, 0.22, 0.22, 0.48, -0.62, 0.20, 0.21, 0.19, 0.21, -0.10, 0.20, -0.62, 0.22],
  "homo_lumo_gap_ev": 9.276,
  "smiles": "CC/C(C)=C\\O",
  "homo_energy_ev": -8.34,
  "lumo_ev": 0.94
}

two) wins, 4.418 eV ahead of the next structure.

one) {
  "formula": "C23H50KN3O4SSi3Te",
  "method": "ωB97M-V with the def2-TZVPD basis set",
  "symbols": ["H", "H", "H", "H", "H", "H", "H", "C", "O", "C", "H", "C", "N", "O", "H", "H", "C", "H", "H", "Si", "Te", "C", "S", "C", "C", "H", "N", "H", "C", "C", "H", "C", "H", "C", "H", "H", "H", "H", "H", "C", "H", "C", "N", "H", "H", "H", "H", "Si", "H", "H", "O", "H", "H", "H", "C", "H", "H", "C", "H", "H", "H", "H", "C", "H", "C", "O", "H", "Si", "H", "C", "H", "C", "H", "C", "C", "H", "K", "H", "C", "H", "H", "H", "H", "H", "C", "H"],
  "coordinates": [[0.194, -1.279, -4.034], [-0.261, 3.071, 1.777], [3.296, -3.899, 1.246], [0.911, 3.053, 0.448], [-0.778, 0.931, 3.562], [-2.600, -3.586, -3.272], [3.575, -0.131, -2.209], [0.142, -3.422, 2.308], [0.677, -2.414, 1.463], [-4.438, 6.049, 0.313], [4.378, -1.333, -1.196], [2.099, -0.080, 0.883], [0.240, -2.785, -1.598], [-3.059, -1.511, 0.244], [5.941, 1.171, 0.840], [2.071, -1.879, -1.725], [-3.742, 3.777, -0.239], [5.222, 0.166, -1.624], [2.495, 2.532, -1.045], [2.218, -1.712, 1.561], [-3.871, 1.672, 0.061], [-5.271, -1.602, 1.579], [-3.827, -2.466, 1.071], [0.239, 2.430, 1.042], [2.755, -1.856, 3.363], [2.861, 2.625, 2.807], [-2.134, -1.647, -2.531], [0.657, 0.578, -1.839], [-2.750, 5.710, -1.346], [3.392, 2.413, -0.431], [0.125, -0.591, 3.589], [-3.546, 6.579, -0.610], [-5.919, -2.328, 2.070], [2.157, 1.921, 3.267], [0.583, -3.137, -0.714], [1.736, -2.928, -3.110], [5.377, -0.324, 1.612], [4.849, 1.237, 2.246], [-1.027, -0.267, 2.313], [0.828, -0.967, -3.202], [1.515, 2.487, 3.951], [-1.074, 0.596, -2.993], [0.072, -0.048, -2.379], [-0.944, -3.325, 2.323], [3.133, -3.110, -0.333], [-4.990, -0.798, 2.259], [-0.820, 1.139, -3.920], [3.577, 0.634, 0.172], [-1.472, 1.318, -2.276], [1.714, -0.503, -3.661], [-4.289, -3.613, 0.299], [3.317, 3.125, 0.398], [-1.266, -4.171, -1.420], [0.402, -4.424, 1.943], [1.286, -2.204, -2.407], [-0.558, 2.062, 0.382], [2.742, 1.201, 3.850], [-2.847, 4.333, -1.164], [0.509, -3.326, 3.335], [-3.154, 0.060, -3.184], [-2.213, 3.674, -1.745], [-0.250, -4.450, -2.842], [-2.196, -0.444, -3.330], [-2.798, -1.712, -1.771], [5.080, 0.693, 1.325], [-3.117, -2.806, 2.299], [-5.067, 6.708, 0.904], [1.126, 1.041, 1.947], [-2.039, 6.101, -2.067], [3.375, -2.941, 0.719], [-3.466, 7.651, -0.748], [-0.723, -3.665, -2.224], [-5.760, -1.166, 0.708], [4.248, -0.260, -1.354], [-1.750, -2.908, -3.104], [-2.131, -0.710, -4.392], [-0.977, -0.878, 0.061], [4.262, 2.691, -1.036], [-4.533, 4.672, 0.494], [2.825, -2.900, 3.690], [3.749, -1.403, 3.454], [4.420, -2.615, 0.777], [-5.231, 4.274, 1.221], [-1.314, -2.721, -4.090], [-0.260, 0.197, 2.937], [2.092, -1.326, 4.052]],
  "lowdin_charge": [0.09, 0.04, 0.03, 0.01, 0.04, 0.11, 0.01, -0.13, -0.38, -0.14, 0.00, -0.44, -0.10, -0.65, 0.02, 0.07, -0.72, 0.02, 0.02, 0.24, 0.63, -0.19, 0.36, -0.18, -0.17, 0.01, -0.08, 0.10, -0.13, -0.20, 0.02, -0.15, 0.05, -0.19, 0.08, 0.11, 0.01, 0.01, -0.01, -0.21, 0.02, -0.21, -0.11, 0.06, 0.01, 0.05, 0.10, 0.31, 0.06, 0.10, -0.37, 0.02, 0.12, 0.08, -0.20, -0.01, 0.02, -0.18, 0.07, 0.09, 0.07, 0.10, -0.20, 0.08, -0.19, -0.37, 0.08, 0.33, 0.08, -0.16, 0.08, -0.20, 0.05, -0.19, -0.21, 0.10, 0.62, 0.02, -0.19, 0.02, 0.02, 0.02, 0.07, 0.09, -0.17, 0.02],
  "homo_lumo_gap_ev": 4.992,
  "charge": -2,
  "homo_energy_ev": -1.04,
  "lumo_ev": 3.95
}

two) {
  "formula": "C23H50KN3O4SSi3Te",
  "method": "ωB97M-V with the def2-TZVPD basis set",
  "symbols": ["C", "N", "C", "H", "Te", "C", "H", "H", "O", "H", "Si", "H", "H", "H", "H", "H", "C", "O", "C", "N", "C", "H", "H", "H", "C", "Si", "H", "H", "H", "H", "C", "O", "C", "H", "H", "Si", "H", "C", "H", "H", "H", "C", "H", "H", "H", "H", "C", "C", "C", "H", "K", "H", "H", "C", "C", "C", "N", "H", "C", "C", "O", "H", "S", "C", "H", "H", "H", "H", "H", "H", "C", "H", "C", "H", "H", "H", "C", "H", "H", "H", "H", "H", "H", "H", "H", "H"],
  "coordinates": [[-3.029, -0.527, -4.832], [-0.151, 3.913, 1.108], [0.596, 4.004, 2.345], [-1.275, 2.720, 4.013], [-3.755, 1.569, -1.031], [-1.414, 1.789, 3.460], [3.454, -0.128, 2.589], [-3.436, 3.459, 1.474], [1.610, 3.925, -1.354], [-1.955, -4.423, 1.168], [-0.648, -2.386, 0.432], [0.813, -1.407, 3.465], [4.155, 1.852, -2.579], [-3.100, -0.781, 2.566], [-2.142, -0.831, -5.377], [1.453, 0.799, 2.036], [-5.256, 0.247, -3.390], [2.266, 1.731, -0.577], [1.497, 2.781, 2.575], [0.823, 1.520, 2.362], [-0.896, -4.147, 1.117], [3.605, -0.321, -1.311], [-0.399, -4.859, 0.452], [1.231, 4.903, 2.388], [1.550, -2.179, 3.244], [2.256, -2.040, 1.486], [1.073, -3.148, 3.418], [2.679, -4.500, 1.412], [0.657, -4.033, -2.389], [0.377, 1.064, 4.392], [-2.882, 0.143, -3.626], [3.820, 3.610, -0.339], [1.673, -3.635, -2.319], [2.614, 2.294, -3.357], [0.373, 4.212, 0.294], [1.689, -1.909, -1.512], [2.099, -3.616, -3.328], [-1.762, -2.360, -1.095], [-6.133, 0.542, -2.826], [-3.357, -1.092, 0.842], [3.881, -3.669, 0.426], [-5.407, -0.421, -4.598], [-1.886, 0.356, -3.259], [1.201, -0.934, -3.766], [4.532, -0.939, 1.455], [-0.117, 4.108, 3.164], [-4.293, -0.815, -5.329], [-0.076, 1.037, 3.379], [-3.991, 0.544, -2.876], [4.191, -1.971, -1.063], [-0.033, 1.596, -0.282], [4.045, -3.671, 2.186], [-6.405, -0.637, -4.965], [3.503, -0.596, 1.600], [0.826, -0.770, -2.750], [-2.463, 3.473, 1.974], [-2.013, 2.117, 2.187], [-0.295, -0.003, 3.140], [3.411, 2.637, -2.701], [-2.822, -1.439, 1.733], [-1.428, -1.384, 1.563], [2.323, 2.829, 1.861], [2.736, 3.019, -1.103], [3.500, -1.355, -1.643], [-2.629, 3.959, 2.946], [1.069, 0.259, -2.473], [-4.409, -1.336, -6.272], [3.306, 0.180, 0.855], [-0.467, -4.272, 2.114], [-1.989, -1.347, -1.437], [3.323, -3.617, 1.363], [-1.872, 4.354, 0.084], [-1.518, 4.367, 1.118], [3.872, 3.537, -3.105], [-3.170, -2.451, 1.983], [1.955, 2.851, 3.580], [1.033, -1.865, 0.167], [-2.083, 1.178, 4.086], [-0.258, -0.896, -2.771], [2.376, -2.086, 3.957], [2.256, -4.332, -1.710], [3.808, -1.412, -2.694], [-1.628, 5.407, 1.480], [-2.608, 1.406, 1.790], [-1.335, -2.917, -1.932], [-2.723, -2.827, -0.856]],
  "lowdin_charge": [-0.11, -0.13, -0.20, 0.09, 0.57, -0.21, 0.02, 0.07, -0.38, 0.01, 0.28, -0.01, 0.05, 0.07, 0.09, 0.06, -0.19, -0.52, -0.20, -0.09, -0.17, 0.00, 0.02, 0.11, -0.18, 0.36, 0.01, 0.02, 0.01, 0.11, -0.19, -0.35, -0.19, 0.06, 0.07, 0.34, 0.01, -0.16, 0.07, 0.03, 0.00, -0.13, 0.06, 0.03, 0.02, 0.09, -0.14, -0.22, -0.72, 0.01, 0.58, 0.01, 0.08, -0.19, -0.17, -0.24, -0.06, 0.07, -0.16, -0.19, -0.30, 0.10, 0.35, -0.18, 0.10, 0.00, 0.08, 0.00, 0.01, 0.00, -0.20, 0.09, -0.22, 0.05, 0.07, 0.11, -0.43, 0.11, -0.01, 0.02, 0.01, 0.02, 0.10, 0.04, 0.02, 0.03],
  "homo_lumo_gap_ev": 5.488,
  "charge": -2,
  "homo_energy_ev": -1.47,
  "lumo_ev": 4.01
}

two) wins, 0.523 eV ahead of the next structure.

one) {
  "formula": "H37O19",
  "method": "ωB97M-V with the def2-TZVPD basis set",
  "symbols": ["H", "H", "O", "H", "H", "H", "O", "H", "H", "O", "O", "O", "H", "H", "H", "H", "H", "O", "H", "H", "O", "O", "H", "H", "H", "H", "O", "H", "H", "O", "H", "O", "H", "H", "O", "H", "H", "H", "H", "H", "O", "O", "H", "H", "O", "O", "H", "H", "H", "H", "H", "O", "O", "O", "H", "H"],
  "coordinates": [[-0.428, 2.421, 2.543], [-2.328, 3.172, -0.059], [2.749, -2.940, 2.130], [2.510, 3.576, 2.494], [-3.825, 1.022, 3.448], [-0.163, -0.943, 0.564], [2.531, 0.632, -2.471], [-3.780, 0.515, 2.006], [1.236, -3.499, -0.102], [1.952, 2.342, -0.201], [0.063, -1.867, -3.821], [-2.777, 0.769, 0.732], [-2.944, 0.267, -0.086], [3.084, -1.828, -1.611], [-0.690, -1.275, -3.873], [1.541, -2.858, -3.486], [-2.864, 1.713, -3.175], [1.938, -3.664, -3.106], [0.914, 3.223, -2.832], [-1.697, -3.182, -1.380], [-1.242, -2.843, 2.681], [1.744, 3.025, 2.665], [1.984, 1.061, -3.124], [2.781, 2.399, -0.685], [2.949, -2.576, 1.267], [1.283, 2.518, -1.407], [0.366, -3.089, -0.051], [0.113, -0.090, 1.893], [2.162, 0.842, -1.598], [0.856, 2.370, -2.412], [2.400, 1.082, 2.026], [-3.849, 0.195, 2.951], [-2.234, 0.107, 1.186], [-2.096, -4.525, -0.746], [-2.451, -3.727, -1.137], [-2.016, -2.303, 2.894], [0.456, -2.718, 0.845], [-3.298, 4.000, 0.945], [-1.048, 1.635, 0.364], [-1.457, -3.659, 3.133], [1.685, 0.533, 1.735], [-0.797, 2.516, 0.099], [1.431, 2.715, 1.810], [-1.797, 1.600, 2.563], [-2.467, 0.995, -2.684], [-1.198, 2.112, 3.019], [2.214, -2.296, 2.568], [3.674, -0.479, -1.276], [1.473, 1.047, 0.895], [0.374, -1.727, -2.926], [-1.511, 0.962, -2.597], [3.636, -1.403, -0.943], [-3.153, 3.701, 0.051], [-0.471, -0.772, 1.461], [-0.166, 2.520, -0.632], [2.646, -3.327, -2.548]],
  "nbo_charge": [0.50, 0.51, -0.96, 0.47, 0.46, 0.47, -1.02, 0.49, 0.47, -1.22, -0.95, -0.97, 0.50, 0.45, 0.49, 0.48, 0.49, -0.94, 0.46, 0.48, -0.93, -0.97, 0.51, 0.45, 0.48, 0.48, -0.97, 0.52, 0.49, -1.09, 0.49, -0.99, 0.51, 0.47, -0.95, 0.48, 0.50, 0.46, 0.49, 0.45, -1.01, -0.98, 0.50, 0.47, -0.99, -0.97, 0.48, 0.50, 0.51, 0.47, 0.50, -0.96, -1.01, -1.01, 0.51, 0.45],
  "homo_lumo_gap_ev": 9.621,
  "charge": -1,
  "homo_energy_ev": -7.26,
  "lumo_ev": 2.36
}

two) {
  "formula": "H37O19",
  "method": "ωB97M-V with the def2-TZVPD basis set",
  "symbols": ["O", "H", "H", "O", "H", "O", "H", "O", "H", "H", "H", "H", "O", "H", "H", "H", "O", "H", "H", "H", "H", "O", "H", "H", "O", "H", "O", "H", "H", "H", "H", "H", "O", "H", "O", "O", "H", "O", "O", "H", "H", "H", "O", "O", "H", "H", "H", "H", "H", "H", "O", "H", "O", "H", "H", "O"],
  "coordinates": [[-3.225, 1.896, 2.299], [2.504, 1.704, -0.605], [-0.233, -1.948, 2.741], [1.877, 0.628, -1.780], [0.749, 2.669, -1.893], [-3.839, -0.660, -3.533], [-2.863, -0.957, -3.299], [-2.945, 2.352, -0.943], [1.587, 3.366, 2.566], [-2.656, 1.172, 1.848], [1.423, 4.322, 1.380], [0.648, -0.040, 1.236], [4.290, -0.106, 1.887], [-0.801, 3.274, -1.871], [3.771, 0.618, 1.886], [1.763, -4.770, -1.349], [-0.311, 0.461, -3.112], [-1.331, -2.567, -0.151], [0.862, 1.193, 2.131], [-0.681, -0.348, -0.376], [-3.729, 2.798, -1.524], [1.335, -3.991, -0.957], [3.529, 3.037, -0.162], [0.635, 0.649, -2.572], [3.176, -2.128, -1.732], [-4.795, -0.871, 0.065], [0.091, 3.487, -2.233], [4.350, -0.394, 0.975], [0.864, 0.323, 4.191], [1.587, -2.152, 1.412], [-1.960, -1.526, -2.192], [3.766, -1.781, -1.039], [-4.592, -0.664, -0.815], [-0.073, 0.993, 5.212], [0.239, -0.466, -0.143], [-0.545, -2.615, 3.339], [0.797, -3.518, 1.105], [1.134, 4.142, 2.198], [0.631, 0.202, 2.196], [-4.287, 0.240, -0.529], [2.348, -0.026, -2.271], [1.601, -3.327, -1.635], [-2.031, -1.879, 0.134], [-1.029, -1.708, -2.302], [-2.750, 2.661, 2.265], [-0.910, 1.153, -3.153], [-2.320, 1.723, -1.314], [-1.503, -1.346, 0.535], [-0.020, -2.569, 4.093], [0.889, -0.062, -0.847], [0.756, 0.812, 5.003], [-0.923, -1.041, -2.988], [3.002, 2.277, 0.011], [2.446, -1.529, -1.763], [-4.135, -0.092, -2.759], [1.836, -3.071, 1.135]],
  "nbo_charge": [-0.94, 0.54, 0.48, -1.18, 0.50, -0.95, 0.45, -1.00, 0.48, 0.48, 0.47, 0.50, -0.93, 0.47, 0.47, 0.45, -1.06, 0.49, 0.47, 0.48, 0.51, -0.94, 0.49, 0.51, -0.94, 0.47, -0.97, 0.46, 0.50, 0.46, 0.44, 0.48, -0.94, 0.46, -1.03, -0.94, 0.48, -0.94, -1.04, 0.47, 0.45, 0.48, -0.92, -0.95, 0.47, 0.46, 0.49, 0.43, 0.47, 0.52, -0.97, 0.49, -1.06, 0.47, 0.48, -0.94],
  "homo_lumo_gap_ev": 9.203,
  "charge": -1,
  "homo_energy_ev": -7.21,
  "lumo_ev": 1.99
}

three) {
  "formula": "H37O19",
  "method": "ωB97M-V with the def2-TZVPD basis set",
  "symbols": ["H", "H", "H", "H", "H", "O", "H", "H", "O", "H", "H", "O", "O", "H", "H", "O", "H", "H", "H", "H", "O", "H", "O", "O", "H", "O", "O", "H", "O", "H", "H", "H", "O", "H", "H", "H", "H", "O", "H", "H", "H", "H", "O", "H", "H", "O", "H", "O", "O", "O", "O", "H", "H", "H", "H", "H"],
  "coordinates": [[1.419, 1.837, 2.811], [-0.557, -0.307, 1.106], [-2.349, 2.272, 3.630], [-1.281, 1.347, -2.815], [-2.726, 1.195, -0.721], [-1.057, -1.106, 1.778], [-2.987, -3.424, 1.387], [-0.738, 4.035, -0.853], [1.049, 1.327, 3.503], [-1.123, 3.645, 1.499], [0.800, 1.411, -0.765], [1.001, -0.552, -2.895], [0.345, 0.181, 0.225], [0.047, 1.797, -3.200], [-3.306, -0.140, 0.048], [4.574, 0.406, -1.736], [4.548, 1.265, -1.284], [1.116, -0.410, 0.508], [2.388, -2.024, -0.569], [-3.339, 1.013, 3.914], [1.556, 1.881, -1.110], [1.025, -1.759, 2.712], [-0.788, 1.486, -3.510], [3.065, -2.779, -0.528], [-0.572, -4.675, 0.374], [-1.944, 1.618, -1.020], [0.184, -4.057, 0.490], [-0.018, -3.401, -0.228], [3.312, 3.856, -0.763], [0.086, 1.202, 3.467], [-0.992, -1.395, -1.219], [-1.303, 1.037, -0.579], [-3.540, -0.807, 0.748], [-0.951, -3.413, -2.153], [1.386, -0.937, -3.870], [-1.753, -3.832, 1.144], [1.659, -0.773, -2.276], [-1.040, -3.335, -3.151], [0.029, 4.260, 2.325], [-0.669, -2.492, -3.569], [1.960, 1.655, -1.976], [2.840, 3.108, -0.942], [-1.254, 4.387, -1.529], [-1.607, -0.760, 2.406], [4.274, -0.014, -0.881], [-0.494, -2.037, -0.824], [-0.321, -1.599, -0.031], [-0.819, 4.056, 2.387], [-2.462, 1.445, 3.719], [1.262, -2.589, 2.747], [-2.576, -4.122, 1.055], [0.977, -2.765, 1.825], [-2.578, -0.561, 1.233], [2.702, -3.521, -0.041], [3.114, 4.099, 0.172], [-1.574, 3.763, -2.176]],
  "nbo_charge": [0.47, 0.49, 0.47, 0.46, 0.45, -1.07, 0.46, 0.47, -0.97, 0.48, 0.52, -0.94, -1.20, 0.47, 0.42, -0.93, 0.47, 0.46, 0.46, 0.50, -1.04, 0.45, -0.94, -0.96, 0.48, -0.95, -1.00, 0.49, -0.96, 0.50, 0.49, 0.50, -0.96, 0.50, 0.48, 0.46, 0.47, -1.00, 0.46, 0.49, 0.49, 0.48, -0.96, 0.46, 0.47, -0.97, 0.50, -0.94, -0.97, -0.93, -0.93, 0.47, 0.47, 0.49, 0.46, 0.49],
  "homo_lumo_gap_ev": 9.735,
  "charge": -1,
  "homo_energy_ev": -7.69,
  "lumo_ev": 2.05
}

one) wins, 4.116 eV ahead of the next structure.